Entry 1:
Computed, not measured: a molecular structure, C20H34AsCoF4N2O, with ωB97M-V with the def2-TZVPD basis set.

```
63
C20H34AsCoF4N2O ωB97M-V with the def2-TZVPD basis set
Co 0.28 0.32 0.33
C -2.14 -1.23 2.26
C -1.30 -2.20 1.44
N 0.09 -1.76 1.25
C 0.85 -1.98 2.49
C 2.18 -1.24 2.56
C 0.71 -2.46 0.12
C 0.05 -2.13 -1.21
N -0.28 -0.71 -1.25
C -0.89 -0.20 -2.32
C -1.28 1.17 -2.33
F -1.06 1.90 -1.21
C -1.86 1.80 -3.40
F -2.17 3.10 -3.28
C -2.15 1.13 -4.58
C -1.81 -0.20 -4.60
F -2.06 -0.92 -5.72
C -1.22 -0.85 -3.54
F -0.94 -2.17 -3.72
H -3.17 -1.58 2.30
H -2.13 -0.24 1.80
H -1.77 -1.12 3.28
H -1.76 -2.28 0.45
H -1.32 -3.20 1.89
H 1.01 -3.07 2.62
H 0.23 -1.65 3.32
H 2.89 -1.57 1.80
H 2.63 -1.41 3.54
H 2.00 -0.17 2.42
H 0.69 -3.55 0.27
H 1.75 -2.14 0.08
H -0.85 -2.75 -1.35
H 0.75 -2.42 -2.00
H -2.60 1.63 -5.42
C 0.52 1.63 4.86
As -0.70 2.17 3.15
C 0.20 3.90 2.97
C -2.27 2.78 1.96
O 0.15 1.18 2.05
H 0.53 2.47 5.55
H 1.49 1.45 4.40
H 0.11 0.73 5.32
H -0.37 4.70 3.45
H 0.29 4.11 1.90
H 1.20 3.86 3.41
H -2.52 3.82 2.21
H -3.14 2.14 2.11
H -1.91 2.71 0.93
C 2.33 2.66 -2.01
C 2.70 1.26 -1.48
C 4.21 1.26 -1.16
C 2.45 0.24 -2.59
C 1.96 0.96 -0.20
H 2.86 2.88 -2.94
H 2.58 3.43 -1.27
H 1.25 2.72 -2.20
H 4.80 1.53 -2.04
H 4.52 0.27 -0.82
H 4.43 1.97 -0.36
H 3.19 0.35 -3.40
H 1.46 0.35 -3.03
H 2.53 -0.78 -2.19
H 2.27 1.70 0.56
```

Computed properties:
orbital gap (alpha / beta)	5.8 / 6.9	eV
E	-135651.483	eV
total charge	-1
⟨S²⟩	3.907
2S+1	4

***

Entry 2:
Computed, not measured: a single C9H17N3O4 molecule in a non-equilibrium geometry, with ωB97M-V with the def2-TZVPD basis set.

```
33
C9H17N3O4 ωB97M-V with the def2-TZVPD basis set
C -2.25 1.23 -1.25
C -1.76 0.89 0.15
C -2.51 1.77 1.38
C -1.93 -0.69 0.31
N -1.66 -1.29 1.61
C -1.26 -1.56 -1.00
O -1.99 -1.79 -1.97
N 0.18 -1.67 -1.08
C 1.36 -1.04 -0.51
C 1.75 0.54 -0.66
C 3.23 0.79 -0.48
N 4.16 -0.17 -0.61
O 3.52 1.95 -0.21
C 1.57 -1.36 1.04
O 2.18 -2.29 1.48
O 1.08 -0.41 1.72
H -1.53 0.70 -1.91
H -2.17 2.21 -1.53
H -3.25 0.79 -1.47
H -0.70 1.28 0.04
H -3.55 1.56 1.37
H -2.55 2.72 0.91
H -2.13 1.73 2.41
H -3.04 -0.80 0.17
H -0.75 -1.62 1.48
H -1.73 -0.64 2.39
H 0.36 -2.16 -2.03
H 2.16 -1.46 -1.14
H 1.42 0.83 -1.68
H 1.17 1.06 0.05
H 3.96 -1.17 -0.82
H 5.13 0.21 -0.63
H 1.53 -0.14 2.48
```

Computed properties:
orbital gap	9.6	eV
E	-22267.020	eV
energy relative to the best compared isomer or geometry (same formula, charge and spin)	3.473	eV
SMILES	CC(C)[C@H](N)C(=O)N[C@@H](CC(N)=O)C(=O)O

***

Entry 3:
Computed, not measured: a molecular structure, C30H26BCl2N4O5SeTi in a non-equilibrium geometry, with ωB97M-V with the def2-TZVPD basis set.

```
70
C30H26BCl2N4O5SeTi ωB97M-V with the def2-TZVPD basis set
Ti 0.52 0.46 0.20
Cl -1.78 0.28 1.02
C -2.78 1.21 -0.07
C -3.73 0.54 -0.82
C -4.53 1.24 -1.71
C -4.39 2.61 -1.82
C -3.45 3.28 -1.07
Cl -3.34 4.99 -1.16
C -2.60 2.60 -0.18
N -1.68 3.33 0.60
C -0.30 3.44 0.18
C -0.06 3.80 -1.25
C 1.17 3.76 -1.79
C 2.43 3.44 -1.14
C 2.64 3.07 0.14
C 1.52 2.93 1.14
C 1.93 2.28 2.47
C 2.09 0.76 2.31
O 3.12 0.18 2.57
O 1.01 0.15 1.89
H -3.83 -0.53 -0.70
H -5.27 0.71 -2.29
H -5.02 3.17 -2.50
H -1.69 2.99 1.56
H -0.91 4.07 -1.85
H 1.26 4.03 -2.83
H 3.30 3.51 -1.78
H 3.64 2.85 0.48
H 1.14 2.44 3.20
H 2.86 2.71 2.84
B 0.10 4.85 2.49
C 0.63 4.20 1.17
N 0.44 2.21 0.47
H 0.76 4.86 3.45
H 1.14 5.04 0.68
H -0.93 5.40 2.47
C -0.91 0.91 -5.46
N 0.39 0.91 -4.85
C 0.66 0.86 -3.53
Se -0.60 0.69 -2.18
N 1.99 0.92 -3.35
C 2.61 0.96 -4.58
C 3.95 0.96 -4.95
C 4.22 0.89 -6.30
C 3.21 0.88 -7.26
C 1.87 0.93 -6.90
C 1.59 0.95 -5.54
H -1.65 0.78 -4.67
H -0.99 0.08 -6.17
H -1.08 1.85 -5.98
H 2.43 0.88 -2.43
H 4.74 0.97 -4.22
H 5.25 0.85 -6.64
H 3.46 0.81 -8.30
H 1.09 0.94 -7.64
O 4.42 0.31 0.24
C 4.37 -1.03 0.42
C 5.42 -1.72 1.02
C 5.36 -3.08 1.17
C 4.25 -3.80 0.74
C 3.18 -3.13 0.18
C 3.23 -1.74 0.02
C 2.04 -1.01 -0.38
O 0.87 -1.46 -0.33
O 2.13 0.25 -0.67
H 5.14 0.67 0.79
H 6.28 -1.16 1.36
H 6.19 -3.60 1.64
H 4.21 -4.87 0.86
H 2.29 -3.67 -0.12
```

Computed properties:
orbital gap	7.4	eV
E	-161908.449	eV
total charge	+1
energy relative to the best compared isomer or geometry (same formula, charge and spin)	2.929	eV

***

Entry 4:
Computed, not measured: 2 unconnected molecules or ions with the total composition C6H12N2 in a non-equilibrium geometry, with ωB97M-V with the def2-TZVPD basis set.

```
20
C6H12N2 ωB97M-V with the def2-TZVPD basis set
C -2.27 1.41 1.23
C -1.44 0.20 1.38
C -1.55 -1.07 0.71
C 0.29 -0.92 1.87
N -0.29 0.25 2.06
N -0.46 -1.74 1.07
H -3.32 1.19 1.05
H -1.87 1.92 0.34
H -2.18 -1.45 -0.08
H 1.21 -1.22 2.35
H -0.19 -2.61 0.64
H -2.12 2.05 2.09
C 1.09 0.05 -2.13
C 2.41 0.44 -1.48
H 1.04 -1.01 -2.39
H 0.20 0.39 -1.59
H 1.06 0.54 -3.09
H 2.69 1.46 -1.72
H 3.21 -0.12 -1.91
H 2.48 0.27 -0.41
```

Computed properties:
orbital gap (alpha / beta)	11.0 / 7.1	eV
E	-9388.471	eV
total charge	+1
⟨S²⟩	0.761
2S+1	2
energy relative to the best compared isomer or geometry (same formula, charge and spin)	0.215	eV

***

Entry 5:
Computed, not measured: a molecular structure, C55H59GeN2OPd in a non-equilibrium geometry, with ωB97M-V with the def2-TZVPD basis set.

```
119
C55H59GeN2OPd ωB97M-V with the def2-TZVPD basis set
Pd -0.17 0.00 -0.09
C 1.28 -4.09 -1.54
C 0.06 -3.92 -0.62
C -0.82 -2.77 -1.10
C 0.48 -3.83 0.83
C 0.32 -4.97 1.61
C 0.79 -5.03 2.91
C 1.38 -3.91 3.48
C 1.50 -2.73 2.77
C 2.07 -1.50 3.42
C 3.58 -1.61 3.63
C 1.38 -1.21 4.75
C 1.09 -2.70 1.42
N 1.29 -1.55 0.68
C 2.46 -1.22 0.17
C 2.70 0.00 -0.54
N 1.78 0.93 -0.74
C 2.09 2.15 -1.29
C 1.64 2.49 -2.59
C 2.06 3.68 -3.16
C 2.89 4.55 -2.47
C 3.27 4.25 -1.18
C 2.87 3.08 -0.56
C 3.24 2.82 0.88
C 4.74 2.60 1.07
C 2.75 3.97 1.76
C 0.66 1.63 -3.35
C 1.05 0.16 -3.48
C -0.71 1.79 -2.68
C 4.05 -0.04 -1.08
C 4.81 0.77 -1.88
C 6.11 0.35 -2.23
C 6.64 -0.85 -1.82
C 5.87 -1.73 -1.02
C 6.23 -3.01 -0.53
C 5.34 -3.74 0.22
C 4.05 -3.27 0.54
C 3.67 -2.03 0.10
C 4.60 -1.28 -0.67
H 0.95 -4.27 -2.56
H 1.88 -4.95 -1.22
H 1.92 -3.21 -1.53
H -0.54 -4.83 -0.72
H -0.27 -1.80 -1.10
H -1.70 -2.69 -0.47
H -1.14 -2.97 -2.12
H -0.15 -5.84 1.18
H 0.70 -5.94 3.48
H 1.75 -3.97 4.49
H 1.88 -0.65 2.75
H 3.82 -2.45 4.27
H 3.95 -0.70 4.10
H 4.10 -1.74 2.68
H 1.54 -2.01 5.47
H 0.30 -1.09 4.61
H 1.77 -0.29 5.18
H 1.73 3.92 -4.15
H 3.22 5.46 -2.95
H 3.88 4.95 -0.63
H 2.73 1.91 1.21
H 5.31 3.49 0.81
H 5.09 1.77 0.45
H 4.95 2.35 2.11
H 3.22 4.91 1.49
H 2.97 3.75 2.80
H 1.67 4.08 1.67
H 0.59 2.04 -4.36
H 0.83 -0.39 -2.56
H 2.11 0.06 -3.70
H 0.48 -0.30 -4.28
H -0.69 1.33 -1.67
H -1.49 1.32 -3.27
H -0.95 2.85 -2.57
H 4.45 1.72 -2.25
H 6.70 1.01 -2.85
H 7.64 -1.13 -2.11
H 7.21 -3.41 -0.75
H 5.63 -4.71 0.58
H 3.39 -3.89 1.13
C -4.70 3.65 -0.43
C -4.99 2.62 0.44
C -3.97 1.93 1.07
C -2.64 2.27 0.85
C -2.36 3.31 -0.03
C -3.37 3.99 -0.67
Ge -1.11 1.29 1.68
C -0.41 2.57 3.03
C 0.71 2.21 3.77
C 1.13 2.97 4.84
C 0.43 4.10 5.20
C -0.67 4.49 4.46
C -1.09 3.73 3.38
C -1.99 -0.04 2.87
C -2.58 0.31 4.07
C -3.10 -0.66 4.92
C -3.02 -2.00 4.56
C -2.44 -2.37 3.36
C -1.93 -1.39 2.52
H -5.49 4.20 -0.91
H -6.02 2.35 0.64
H -4.20 1.12 1.75
H -1.32 3.58 -0.20
H -3.14 4.79 -1.36
H 1.25 1.32 3.47
H 2.01 2.68 5.40
H 0.72 4.67 6.07
H -1.22 5.38 4.73
H -1.95 4.04 2.80
H -2.64 1.35 4.35
H -3.55 -0.38 5.86
H -3.42 -2.76 5.22
H -2.37 -3.41 3.08
H -1.45 -1.66 1.58
C -3.30 -0.65 -2.19
O -2.57 -0.33 -1.03
H -3.87 0.21 -2.56
H -3.99 -1.48 -1.99
H -2.59 -0.96 -2.96
H -3.17 0.07 -0.39
```

Computed properties:
orbital gap (alpha / beta)	4.9 / 5.7	eV
E	-123015.963	eV
⟨S²⟩	0.759
2S+1	2
energy relative to the best compared isomer or geometry (same formula, charge and spin)	0.000	eV

***

Entry 6:
Computed, not measured: a gas-phase ion, C4H13N3 (charge +2) in a non-equilibrium geometry, with ωB97M-V with the def2-TZVPD basis set.

```
20
C4H13N3 ωB97M-V with the def2-TZVPD basis set
C 0.84 -0.37 -1.85
N 1.69 -0.51 -0.86
C 1.07 -1.09 0.25
N 0.01 -0.14 0.70
C -0.84 -0.61 1.80
N -0.64 0.42 -0.46
C -0.89 1.83 -0.41
H 0.88 0.30 -2.61
H 0.11 -1.20 -2.23
H 2.50 0.02 -0.61
H 0.65 -2.07 -0.01
H 1.77 -1.19 1.13
H 0.55 0.79 0.92
H -0.25 -1.18 2.46
H -1.48 0.13 2.10
H -1.53 -1.38 1.61
H -1.52 -0.19 -0.56
H -1.63 2.06 0.32
H 0.16 2.34 -0.24
H -1.45 2.05 -1.46
```

Computed properties:
orbital gap	11.0	eV
E	-8807.677	eV
total charge	+2
energy relative to the best compared isomer or geometry (same formula, charge and spin)	5.900	eV
SMILES	C=[NH+]C[N@H+](C)NC

***

Entry 7:
Computed, not measured: a single CH3BrCl2OSi molecule in a non-equilibrium geometry, with ωB97M-V with the def2-TZVPD basis set.

```
9
CH3BrCl2OSi ωB97M-V with the def2-TZVPD basis set
C -1.41 -0.04 0.07
O -0.22 0.11 -0.70
Si 1.33 0.14 -0.43
Cl 1.32 -1.17 1.88
Cl 2.29 -1.01 -1.78
Br 1.93 2.10 0.31
H -1.13 -0.36 1.23
H -2.09 -0.68 -0.58
H -2.02 0.90 0.01
```

Computed properties:
orbital gap	9.6	eV
E	-106101.208	eV
energy relative to the best compared isomer or geometry (same formula, charge and spin)	1.685	eV
SMILES	CO[Si](Cl)(Cl)Br

***

Entry 8:
Computed, not measured: 2 unconnected molecules or ions with the total composition C24H28F3N3O3 in a non-equilibrium geometry, with ωB97M-V with the def2-TZVPD basis set.

```
61
C24H28F3N3O3 ωB97M-V with the def2-TZVPD basis set
N 1.45 1.89 1.30
C 2.61 1.09 1.71
C 3.44 0.53 0.55
C 2.45 -0.42 -0.15
C 1.63 -0.99 1.02
C 2.26 -0.31 2.25
C 3.66 -0.84 2.39
C 4.22 -1.70 3.33
C 5.58 -2.02 3.18
C 6.33 -1.49 2.12
C 5.75 -0.62 1.16
C 6.54 -0.04 0.00
F 5.99 -0.44 -1.17
F 7.84 -0.45 0.02
F 6.53 1.31 0.07
C 4.39 -0.32 1.34
H 0.76 1.95 2.05
H 1.73 2.82 0.99
H 3.22 1.66 2.43
H 3.90 1.29 -0.10
H 1.81 0.13 -0.85
H 2.97 -1.21 -0.70
H 1.70 -2.08 1.08
H 0.57 -0.72 0.93
H 1.66 -0.33 3.16
H 3.62 -2.10 4.14
H 6.05 -2.69 3.90
H 7.38 -1.77 2.04
C -5.96 -1.14 -3.74
N -4.61 -0.57 -3.65
C -3.70 -0.95 -2.74
O -3.95 -1.81 -1.90
C -2.34 -0.21 -2.78
C -1.37 -0.49 -1.62
C -1.81 -0.12 -0.22
C -2.36 -1.11 0.63
C -2.78 -0.77 1.93
C -2.67 0.56 2.38
O -3.09 0.89 3.63
C -2.11 1.54 1.55
C -1.66 1.20 0.26
N -2.43 1.24 -3.06
C -3.21 2.19 -2.54
C -4.33 1.89 -1.56
O -3.03 3.34 -2.88
H -6.53 -0.64 -4.52
H -6.47 -1.03 -2.79
H -5.89 -2.21 -3.97
H -4.36 0.17 -4.28
H -1.86 -0.63 -3.66
H -1.14 -1.56 -1.63
H -0.43 0.02 -1.83
H -2.47 -2.12 0.27
H -3.20 -1.53 2.57
H -3.50 0.15 4.08
H -2.02 2.55 1.91
H -1.21 1.95 -0.38
H -1.73 1.61 -3.69
H -4.11 1.02 -0.94
H -4.46 2.75 -0.91
H -5.25 1.72 -2.12
```

Computed properties:
orbital gap	8.9	eV
E	-44109.491	eV
energy relative to the best compared isomer or geometry (same formula, charge and spin)	0.000	eV
SMILES	N[C@@H]1[C@@H]2CC[C@H]1c1cccc(C(F)(F)F)c12.CNC(=O)[C@H](Cc1ccc(O)cc1)NC(C)=O

***

Which of these has the lowest E? C30H26BCl2N4O5SeTi